[1]
# C15H16N2O5S

The molecule C15H16N2O5S (wB97M-V/def2-TZVPD, the Open Molecules 2025 dataset).

Each line ends with the Löwdin charge.
CARTESIAN COORDINATES (ANGSTROEM)
C -5.61677 -3.15292 -0.68784  -0.102
O -4.60848 -2.81118 0.23477  -0.193
C -4.94316 -1.76958 1.11980  -0.205
C -4.79987 -0.38541 0.47196  -0.130
N -3.45813 -0.23987 -0.03959  0.105
C -2.69664 0.82991 0.20037  -0.374
O -3.08759 1.82242 0.80757  0.075
C -1.32270 0.73693 -0.33807  -0.083
O -0.95090 -0.41806 -0.92074  0.033
N 0.33277 -0.32425 -1.32353  0.126
C 0.77322 0.86523 -1.00906  -0.286
C 2.17014 1.27584 -1.25007  -0.367
S 3.15056 1.07382 0.28901  0.982
C 3.71411 -0.60896 0.24708  -0.526
C 4.75686 -0.91713 1.11667  -0.127
C 5.26243 -2.20077 1.16269  -0.091
C 4.73712 -3.18575 0.34058  -0.098
C 3.69688 -2.87643 -0.51715  -0.084
C 3.17612 -1.59366 -0.56785  -0.097
C -0.26245 1.62102 -0.36352  0.027
C -0.13352 3.05010 0.05995  -0.480
O 0.84561 3.68603 -0.23593  0.110
O -1.12957 3.57623 0.74138  0.141
H -6.54942 -3.41063 -0.17379  0.092
H -5.81605 -2.34619 -1.40134  0.085
H -5.25010 -4.02323 -1.22792  0.092
H -4.23757 -1.85675 1.95040  0.133
H -5.96463 -1.89123 1.50354  0.126
H -5.51792 -0.27277 -0.34756  0.124
H -4.97562 0.40484 1.20399  0.129
H -3.06346 -1.05653 -0.48812  0.149
H 2.63596 0.69230 -2.04035  0.092
H 2.21872 2.34443 -1.45488  0.075
H 5.16103 -0.14041 1.74802  0.098
H 6.07236 -2.43213 1.83846  0.103
H 5.13533 -4.18877 0.37216  0.099
H 3.27568 -3.63910 -1.15559  0.104
H 2.34828 -1.38278 -1.22596  0.071
H -1.91880 2.98043 0.86744  0.072

The calculation puts the highest occupied orbital energy at -0.30006 Ha. The calculation puts the energy above the lowest of the compared OMol25 structures with the same formula, charge and spin at 17.0 kcal/mol. As for the SMILES: COCCNC(=O)c1onc(CSc2ccccc2)c1C(=O)O. As for the total charge: 0.


[2]
# C4H8O2

The molecule C4H8O2 (wB97M-V/def2-TZVPD, the Open Molecules 2025 dataset).

Each line ends with the Löwdin charge.
CARTESIAN COORDINATES (ANGSTROEM)
C -0.22958 0.36491 2.01536  0.072
C 0.32517 0.52798 0.81710  -0.403
O 0.35622 1.76760 0.23655  0.026
C 0.87139 -0.62268 -0.00223  -0.186
O -0.10974 -1.33537 -0.71639  -0.168
C -0.86087 -0.53198 -1.59310  -0.110
H -0.65974 1.20259 2.55398  0.068
H -0.27973 -0.62138 2.46181  0.068
H 0.84477 1.71812 -0.59399  0.096
H 1.64639 -0.24045 -0.69573  0.129
H 1.34834 -1.35311 0.65534  0.131
H -1.43885 0.23158 -1.05525  0.091
H -0.21474 -0.03083 -2.33476  0.093
H -1.55024 -1.19561 -2.11910  0.092

The calculation puts the highest occupied orbital energy at -0.33205 Ha. The calculation puts the energy above the lowest of the compared OMol25 structures with the same formula, charge and spin at 46.0 kcal/mol. As for the SMILES: C=C(O)COC. As for the total charge: 0.


[3]
# C5H9NO3

The molecule C5H9NO3 (wB97M-V/def2-TZVPD, the Open Molecules 2025 dataset).

Each line ends with the Löwdin charge.
CARTESIAN COORDINATES (ANGSTROEM)
C 2.35814 -1.36570 0.65647  0.015
C 1.17238 -0.45925 0.40677  -0.329
N 0.79748 0.52042 1.10361  0.184
C -0.23031 1.26982 0.50035  -0.538
O 0.08456 2.51508 0.10053  0.075
O -1.41297 1.25049 1.28383  0.030
C -0.52012 0.17472 -1.00179  -0.244
C -1.81051 -0.56039 -1.05192  -0.064
O 0.56801 -0.64931 -0.84878  -0.019
H 2.88186 -1.28614 1.66254  0.109
H 3.23809 -1.16011 0.07874  0.077
H 1.88217 -2.31492 0.53218  0.074
H -0.79342 2.96879 0.09362  0.139
H -1.28926 0.70752 2.06814  0.103
H -0.39302 0.77609 -2.02533  0.174
H -2.63895 0.06020 -0.95065  0.058
H -1.95237 -1.47604 -0.54356  0.071
H -1.94175 -0.97128 -2.06474  0.085

The calculation puts the highest occupied orbital energy at -0.32972 Ha. The calculation puts the energy above the lowest of the compared OMol25 structures with the same formula, charge and spin at 63.9 kcal/mol. As for the SMILES: CC1=NC(O)(O)[C@H](C)O1. As for the total charge: 0.


[4]
# C4H9N3O

The molecule C4H9N3O (wB97M-V/def2-TZVPD, the Open Molecules 2025 dataset).

Each line ends with the Löwdin charge.
CARTESIAN COORDINATES (ANGSTROEM)
N 0.59958 1.06618 0.56521  -0.087
N 0.14466 2.05325 -0.33061  0.045
C 1.67845 -0.01222 -0.14613  -0.419
O 2.05369 0.22878 -1.29376  -0.059
H 0.91976 1.49435 1.42889  0.134
H 0.60927 1.86975 -1.22365  0.076
H -0.85574 1.87855 -0.46192  0.061
H 2.38057 -0.24600 0.67287  0.135
C -0.61410 -0.18234 0.91942  -0.261
C 0.08381 -1.88929 -0.89489  0.095
C -1.93040 -0.09356 0.55802  -0.094
N 0.39382 -1.04611 -0.01662  0.007
H -0.40147 -0.43256 1.95410  0.114
H -0.89083 -2.37219 -0.83199  0.101
H 0.76985 -2.07917 -1.71536  0.105
H -2.23730 0.03199 -0.47174  0.026
H -2.70364 -0.26941 1.28815  0.021

The calculation puts the highest occupied orbital energy at -0.27627 Ha. The calculation puts the energy above the lowest of the compared OMol25 structures with the same formula, charge and spin at 131.7 kcal/mol. As for the total charge: 0.


[5]
# C4H14NO5

A 4-piece molecular cluster, C4H14NO5 overall (wB97M-V/def2-TZVPD, the Open Molecules 2025 dataset).

Each line ends with the Löwdin charge.
CARTESIAN COORDINATES (ANGSTROEM)
C 0.92494 2.54446 -0.90911  -0.353
N 0.25990 1.37755 -0.97458  -0.146
C -0.92187 1.26731 -1.80582  -0.039
C 0.79491 0.15760 -0.36433  -0.145
C 1.13889 0.27889 1.15526  -0.351
O 0.56029 -0.72086 1.90642  -0.305
O 0.58733 3.58919 -1.44876  -0.028
H 1.82743 2.49870 -0.27983  0.134
H -0.70366 0.75318 -2.74509  0.091
H -1.69428 0.71302 -1.27158  0.084
H -1.30377 2.25853 -2.03699  0.078
H 0.03287 -0.61433 -0.45901  0.093
H 1.65096 -0.19588 -0.95173  0.114
H 0.80835 1.27022 1.51146  0.099
H 2.24204 0.24641 1.23485  0.096
H 0.75035 -2.05921 1.35893  -0.018
H 1.55014 -2.81262 0.22119  0.015
O 0.85133 -2.96526 0.86120  -0.142
H -0.82072 -2.72282 0.11895  -0.016
H -1.98666 -1.79179 0.45559  -0.030
O -1.71224 -2.45642 -0.20014  -0.131
H -0.96995 -0.61853 1.82411  0.019
H -1.89135 0.44465 1.20744  0.023
O -1.97524 -0.44199 1.59158  -0.142

The calculation puts the highest occupied orbital energy at -0.18582 Ha. The calculation puts the energy above the lowest of the compared OMol25 structures with the same formula, charge and spin at 35.0 kcal/mol. As for the total charge: -1.


[6]
# C42H82Br3Cl2F4N6O5

A 5-piece molecular cluster, C42H82Br3Cl2F4N6O5 overall (wB97M-V/def2-TZVPD, the Open Molecules 2025 dataset).

Each line ends with the Löwdin charge.
CARTESIAN COORDINATES (ANGSTROEM)
C -2.00683 -0.21527 2.23719  -0.006
C -0.52284 -0.01444 2.28256  -0.064
C 0.50041 -0.19874 0.97156  -0.206
C 1.65503 -1.28903 1.47471  -0.088
C 2.52319 -1.92403 0.19372  -0.244
N 2.93424 -3.37124 0.53722  -0.045
N -0.22069 -0.48858 -0.36534  0.042
C -0.99771 -1.75296 -0.62982  -0.148
C -1.02582 -2.93325 0.45813  -0.177
C -2.40712 -3.86307 0.29892  -0.165
C -2.92727 -4.21662 1.82446  -0.214
N -4.25907 -4.97194 1.83470  -0.023
C -5.34065 -4.07034 2.40761  -0.374
N -5.72020 -4.12904 3.73988  0.098
N -6.02648 -3.01075 1.54490  0.021
C -0.06826 0.57025 -1.28810  0.053
C -0.88457 0.32547 -2.69744  -0.487
Cl -0.33665 1.36410 -4.15648  0.659
C -2.51445 0.56010 -2.60170  -0.632
C -3.17263 1.43440 -3.81391  -0.191
Cl -3.08427 1.09527 -0.87995  0.593
C 0.89241 1.86427 -0.80863  -0.176
C 2.46465 1.67997 -1.25461  -0.100
C 2.75830 1.58781 -2.85954  -0.204
C 4.36955 1.83391 -3.23609  -0.626
F 4.87030 3.13327 -2.72995  -0.070
Br 4.40852 1.94668 -5.27028  0.746
C 5.33696 0.58269 -2.80631  -0.616
F 6.69601 0.89062 -3.39074  -0.102
F 5.55835 0.46975 -1.33733  -0.053
Br 4.80467 -1.18669 -3.63115  0.728
N 0.27305 3.21073 -0.64103  -0.078
C 1.20429 4.32850 -0.25505  -0.062
C -0.42950 3.79341 -1.83041  -0.309
C 0.36597 4.53313 -3.10487  -0.049
O -1.76081 3.86823 -1.90011  -0.035
C 1.01372 1.38653 0.79696  -0.175
F -0.06444 2.12807 1.55370  -0.090
C 2.33681 1.80275 1.66366  -0.133
C 2.09412 1.97777 3.28341  -0.267
C 3.56100 2.51445 3.88605  -0.566
Br 3.12243 3.35403 5.67463  0.547
H -2.62094 -0.62427 1.33075  0.034
H -2.64838 0.12892 3.18345  0.095
H -0.08617 0.24423 3.36330  0.131
H 2.36119 -0.86133 2.32450  0.125
H 1.17134 -2.25257 1.99039  0.123
H 3.52484 -1.32403 0.08642  0.105
H 1.89547 -2.00470 -0.79004  0.109
H 3.94446 -3.35780 0.81795  0.077
H 2.90368 -3.91987 -0.37102  0.079
H -2.13943 -1.57559 -0.93071  0.117
H -0.50569 -2.23872 -1.60542  0.153
H -0.92122 -2.67237 1.58271  0.091
H -0.13767 -3.69020 0.20564  0.129
H -2.17295 -4.85680 -0.31905  0.123
H -3.27952 -3.29923 -0.23911  0.107
H -3.10031 -3.16113 2.35470  0.121
H -2.06852 -4.79719 2.38947  0.135
H -4.47837 -5.25787 0.84737  0.108
H -6.47050 -3.42981 3.94896  0.041
H -6.84229 -3.45774 1.06841  0.078
H -6.40500 -2.22593 2.12953  0.073
H -0.72459 -0.76474 -3.16173  0.129
H -2.99204 -0.53114 -2.70728  0.114
H -2.88204 2.56517 -3.84952  0.074
H -3.04023 0.93663 -4.89133  0.099
H -4.35327 1.41446 -3.63205  0.107
H 3.19984 2.50215 -0.85224  0.127
H 2.86643 0.64959 -0.80330  0.119
H 2.18236 2.43950 -3.41999  0.070
H 2.40323 0.50260 -3.20819  0.102
H 1.38846 4.34088 0.92457  0.121
H 2.18350 4.42420 -0.88321  0.105
H 0.60103 5.34147 -0.45226  0.137
H -0.04416 4.19057 -4.15191  0.079
H 1.52957 4.47755 -3.01433  0.071
H 0.06691 5.68389 -3.00801  0.115
H 2.87091 2.80483 1.31574  0.114
H 3.21195 0.99318 1.56904  0.131
H 1.91699 0.94222 3.85016  0.114
H 1.32673 2.80845 3.58073  0.104
H 4.02151 3.32821 3.16209  0.086
H 4.25483 1.59089 4.07254  0.081
C -1.20666 -6.39425 -4.67027  -0.081
C -1.97127 -6.90825 -3.46366  -0.271
O -2.70170 -5.89175 -2.77753  -0.191
C -3.70066 -5.21192 -3.53354  -0.286
C -4.78814 -6.12843 -4.06457  -0.076
H -0.51448 -5.59815 -4.37543  0.076
H -0.63360 -7.20498 -5.13227  0.083
H -1.87360 -5.98121 -5.43028  0.067
H -1.25674 -7.31927 -2.74229  0.120
H -2.63878 -7.73254 -3.73803  0.110
H -3.23767 -4.63633 -4.34002  0.102
H -4.15866 -4.47900 -2.85753  0.110
H -4.39004 -6.87529 -4.75641  0.070
H -5.54876 -5.54969 -4.59854  0.082
H -5.27035 -6.66899 -3.24248  0.086
C -0.95688 8.38512 2.02033  -0.077
C -0.54582 6.98743 2.44724  -0.277
O 0.85117 6.73474 2.29843  -0.194
C 1.72834 7.57625 3.04279  -0.275
C 1.51505 7.49846 4.54381  -0.075
H -0.67277 8.56728 0.97826  0.082
H -2.04058 8.50984 2.11611  0.082
H -0.47685 9.15515 2.62832  0.068
H -1.06345 6.25876 1.81401  0.114
H -0.85971 6.77783 3.47576  0.108
H 1.65729 8.60713 2.68454  0.107
H 2.74852 7.24228 2.81559  0.118
H 0.51471 7.83247 4.83133  0.069
H 2.24138 8.12937 5.06630  0.084
H 1.62842 6.46679 4.89503  0.064
C 9.88330 6.18079 -6.34511  -0.082
C 8.42490 6.25472 -5.92995  -0.277
O 7.61346 5.23852 -6.51857  -0.165
C 7.97165 3.89170 -6.21959  -0.277
C 7.92316 3.56571 -4.73771  -0.091
H 9.97562 6.24048 -7.43494  0.084
H 10.44910 7.00528 -5.89878  0.080
H 10.35050 5.24538 -6.02927  0.065
H 8.01217 7.21380 -6.26112  0.119
H 8.32091 6.23610 -4.83946  0.104
H 8.95134 3.65781 -6.64574  0.107
H 7.24913 3.25312 -6.74314  0.106
H 8.63461 4.16604 -4.16468  0.071
H 8.16435 2.51101 -4.57025  0.069
H 6.92522 3.76690 -4.33250  0.055
C -7.82183 -6.50632 8.92448  -0.086
C -6.49686 -7.21419 8.70510  -0.279
O -6.58309 -8.31606 7.80177  -0.165
C -7.01736 -8.01535 6.47790  -0.282
C -6.11440 -7.03497 5.75120  -0.097
H -8.57605 -7.20944 9.29406  0.083
H -7.70634 -5.69872 9.65495  0.077
H -8.20858 -6.06910 8.00129  0.063
H -6.15216 -7.62171 9.66165  0.118
H -5.72254 -6.51382 8.37310  0.104
H -8.05377 -7.66637 6.49039  0.103
H -7.01998 -8.96441 5.92727  0.119
H -6.08252 -6.06299 6.25035  0.057
H -6.46970 -6.87413 4.72821  0.065
H -5.08764 -7.41540 5.71116  0.083

The calculation puts the highest occupied orbital energy at -0.38418 Ha. As for the total charge: +1.


The following molecular weight values (in g mol⁻¹) correspond, in order, to the records above: 336.369 88.106 131.131 115.136 156.158 1137.765.
The following frontier orbital gap values (in eV) correspond, in order, to the records above: 7.76 9.85 9.80 7.69 8.47 5.91.